No. 1
ORCA calculation (ωB97M-V/def2-TZVPD) on C8H21NSi in the gas phase at a distorted geometry.

Last column: Mulliken charge in e.
Element x y z (Å)
C -4.22722 -0.11344 0.11946  -1.3203
C -2.85971 0.40190 -0.33078  -0.3400
C -1.72151 -0.32180 0.35721  -0.8967
Si 0.29840 0.49408 -0.36533  0.2064
N 0.76900 1.90010 0.49786  -0.0848
C 1.17828 3.16025 -0.07590  -0.9469
C 1.52640 -0.96223 -0.07892  1.7944
C 2.96362 -0.51765 -0.36759  -1.9235
C 1.45479 -1.45365 1.36896  -1.7294
C 1.18469 -2.12953 -1.00636  -1.7453
H -5.02250 0.42931 -0.38190  0.3725
H -4.33090 -1.17057 -0.11674  0.3307
H -4.35172 0.01087 1.19232  0.3221
H -2.77498 0.27894 -1.41121  0.2676
H -2.78950 1.47059 -0.11521  0.2835
H -1.73129 -1.38545 0.14221  0.3653
H -1.74870 -0.16602 1.43288  0.4264
H 0.18436 0.84333 -1.78612  -0.2224
H 0.52740 1.98900 1.46991  0.2361
H 0.39956 3.92479 0.01294  0.3021
H 2.08135 3.52838 0.41905  0.2953
H 1.40011 3.02047 -1.13053  0.3210
H 3.06796 -0.19050 -1.39942  0.4263
H 3.24701 0.31164 0.28087  0.3935
H 3.65868 -1.34175 -0.20287  0.4530
H 0.44849 -1.78492 1.61229  0.3581
H 1.73007 -0.66122 2.06225  0.4029
H 2.13518 -2.29112 1.52129  0.4572
H 0.17010 -2.47542 -0.83592  0.3548
H 1.26845 -1.83403 -2.05049  0.4117
H 1.86412 -2.96438 -0.83418  0.4283

## Properties
calculated total energy = -18004.55584 eV
frontier orbital gap = 9.19 eV
SMILES string = CCC[Si@@H](NC)C(C)(C)C
HOMO level = -8.32 eV
multiplicity = 1



No. 2
ORCA calculation (ωB97M-V/def2-TZVPD) on a molecular structure, C35H52As3FeGeNOSe2 at a distorted geometry.

Last column: Mulliken charge in e.
Element x y z (Å)
Fe -0.12796 0.26431 -1.89516  -1.1149
C -0.74678 -3.98232 -1.81375  -1.4373
As -0.12193 -2.15317 -1.20657  1.1978
C 1.69733 -2.74719 -0.83857  -0.7977
C -0.72746 -2.19504 0.68012  -1.0577
C -2.14771 -1.72309 1.02391  2.4402
C -2.44830 -2.17667 2.45812  -2.1516
C -2.29908 -0.19849 0.98770  -1.2242
As -2.01921 0.74486 -0.71606  1.5657
C -3.83867 0.66874 -1.49709  -1.4108
C -2.18856 2.56703 -0.05313  -0.8487
C -3.11513 -2.38096 0.04818  -1.4889
As -5.05568 -2.16582 0.34933  0.2499
C -5.52985 -2.93198 -1.40821  -1.1487
C -5.38351 -3.85242 1.34619  -1.1760
H -0.69220 -4.72902 -1.01835  0.4145
H -0.09275 -4.29364 -2.63247  0.4585
H -1.76409 -3.94102 -2.20430  0.2875
H 1.74083 -3.48181 -0.02949  0.4478
H 2.29702 -1.88540 -0.55772  -0.3249
H 2.13552 -3.18387 -1.73872  0.5589
H -0.00502 -1.56543 1.20987  -0.7998
H -0.59843 -3.22688 1.03511  0.9667
H -1.73515 -1.72985 3.14924  0.2172
H -2.38084 -3.26262 2.54300  0.4855
H -3.45319 -1.86116 2.75262  0.4686
H -1.58985 0.25144 1.69530  -0.1843
H -3.31700 0.05659 1.33001  0.7634
H -4.61153 0.66265 -0.72189  0.4240
H -3.93197 -0.21389 -2.12960  0.1553
H -3.96067 1.54369 -2.13947  0.4957
H -3.09222 2.70242 0.54695  0.4800
H -2.22882 3.23560 -0.91591  0.3691
H -1.30987 2.82036 0.53807  -0.1921
H -2.90504 -3.45807 0.01035  1.0231
H -2.90289 -1.96640 -0.95039  -0.1821
H -5.27401 -2.23203 -2.20306  0.2773
H -6.59801 -3.14718 -1.46871  0.4123
H -4.97408 -3.85804 -1.56500  0.3410
H -5.14644 -3.73924 2.40335  0.3419
H -4.78260 -4.66433 0.93496  0.3121
H -6.43663 -4.12862 1.26562  0.4172
C 0.01932 4.60847 -2.44476  -1.3910
Se 0.59290 2.68106 -2.38330  0.5150
C 0.75932 2.52536 -4.39039  -0.2673
C -0.47772 2.16335 -5.06981  -1.4581
Se -1.25946 -0.12176 -3.91672  -0.1246
C 0.10781 -1.09130 -4.93097  -0.9262
H 0.79493 5.21093 -2.91533  0.4073
H -0.11127 4.93630 -1.41413  0.3099
H -0.91746 4.70740 -2.98811  0.3461
H 1.53765 1.77353 -4.53555  0.3152
H 1.15166 3.52359 -4.63516  0.4707
H -0.39901 1.69816 -6.03788  0.4223
H -1.31622 2.83320 -4.94879  0.2393
H 0.11512 -0.75877 -5.96623  0.3922
H -0.11871 -2.15508 -4.87651  0.2578
H 1.06179 -0.88148 -4.45432  0.1656
C 0.50587 0.55544 -0.12324  -0.2074
Ge 1.81876 0.83720 1.18316  1.1176
C 3.20589 2.27635 1.10648  -0.1712
C 3.42446 3.11435 0.02882  0.2303
C 4.42473 4.07072 0.06967  -0.7761
C 5.22241 4.19362 1.19359  -0.4571
C 5.01036 3.35928 2.28003  -0.6496
C 4.00635 2.41231 2.23193  -0.4689
C 0.74983 1.46872 2.76840  -0.2230
C 0.36386 0.72028 3.87154  0.2903
C -0.51571 1.22481 4.81409  -0.6016
C -1.03669 2.49736 4.66708  -0.5427
C -0.64400 3.27205 3.58838  -0.5365
C 0.24350 2.75970 2.66188  -0.8096
C 2.98975 -0.73082 1.65709  0.0479
C 4.21663 -0.77706 1.00650  0.0366
C 5.08878 -1.83327 1.17959  -0.7079
C 4.73942 -2.88484 2.00890  -0.5011
C 3.51766 -2.86533 2.65654  -0.9485
C 2.65193 -1.79941 2.47523  0.3497
H 2.80656 3.01554 -0.85468  0.1422
H 4.58618 4.71762 -0.78123  0.4257
H 6.00935 4.93673 1.22600  0.3469
H 5.63300 3.44726 3.16120  0.3935
H 3.84104 1.75954 3.08098  0.3305
H 0.76374 -0.27373 4.01130  0.2701
H -0.79752 0.62346 5.67042  0.4239
H -1.73855 2.88767 5.39251  0.3510
H -1.03030 4.27625 3.47510  0.4038
H 0.56451 3.37226 1.82777  0.4265
H 4.48524 0.03292 0.34131  0.3036
H 6.04360 -1.83483 0.67234  0.4119
H 5.41604 -3.71821 2.14344  0.3608
H 3.24062 -3.68229 3.31064  0.3820
H 1.69597 -1.81443 2.98044  -0.0023
O 4.03779 0.01676 -2.71975  -0.7586
C 2.87523 0.10299 -2.54503  0.5972
N 1.70550 0.16802 -2.41484  0.0146

## Properties
calculated total energy = -444783.63190 eV
frontier orbital gap (spin up / spin down) = 5.08 / 6.69 eV
<S²> = 8.810
charge = -1
HOMO level (spin up / spin down) = -2.59 / -4.23 eV
multiplicity = 6



The calculation returns the following relative energy (zero: lowest compared OMol25 entry of this formula, charge and spin) values, one per record and in order: 39.3 185.8 kJ/mol.